No. 1
A molecular structure, C15H19N3O3S2 in a non-equilibrium geometry, computed with the ωB97M-V functional and the def2-TZVPD basis.

Relative energy (zero: lowest compared OMol25 entry of this formula, charge and spin) in eV: 17.768
Electronic energy in Eh: -1768.73196
LUMO level in eV: -0.9111
HOMO energy in eV: -8.93

Structure (XYZ):
```
42
C15H19N3O3S2 (the ωB97M-V functional and the def2-TZVPD basis)
C -1.874 -1.052 -2.534
H -1.958 -0.399 -3.464
C -2.443 -0.422 -1.391
H -2.126 0.427 -1.140
H -3.646 -0.572 -1.703
C -2.481 -1.538 -0.107
C -1.075 -1.654 0.371
N -0.332 -0.599 0.682
N 0.920 -0.878 0.896
C 1.362 -2.095 0.499
N 2.514 -2.390 0.564
C 3.677 -1.833 0.557
O 4.833 -2.734 0.471
C 3.712 -0.365 0.889
H 2.964 -0.206 1.494
H 4.607 -0.065 1.148
S 3.109 0.133 -0.682
O 4.146 0.947 -1.228
O 2.558 -0.615 -1.606
C 1.798 1.549 -0.145
C 2.002 2.329 0.726
C 0.964 3.361 1.311
C -0.084 3.480 0.461
C -0.338 2.593 -0.517
C 0.681 1.770 -1.269
H 0.644 0.960 -1.879
H -1.160 2.454 -1.288
H -0.794 4.254 0.642
H 1.157 3.880 2.115
H 3.000 2.218 1.450
H 2.667 -3.446 0.206
S -0.035 -2.953 -0.350
H -2.710 -2.416 -0.438
C -3.311 -1.154 1.021
C -3.127 0.352 1.489
H -1.998 0.825 1.682
H -3.605 0.598 2.243
H -3.479 1.130 1.006
H -4.354 -1.142 0.792
H -3.173 -1.562 1.975
H -2.227 -2.116 -2.710
H -0.987 -1.055 -2.242
```



No. 2
C15H19N3O3S2 in the gas phase in a non-equilibrium geometry, computed with the ωB97M-V functional and the def2-TZVPD basis.

Structure (SMILES): CCCCc1nnc(NC(=O)CS(=O)(=O)Cc2ccccc2)s1
Relative energy (zero: lowest compared OMol25 entry of this formula, charge and spin) in eV: 1.209
Electronic energy in Eh: -1769.34050
LUMO level in eV: 0.3124
HOMO energy in eV: -9.17

Structure (XYZ):
```
42
C15H19N3O3S2 (the ωB97M-V functional and the def2-TZVPD basis)
C -2.227 -0.377 -1.821
C -3.711 -0.338 -1.483
C -4.001 -0.345 0.018
H -5.061 -0.562 0.165
H -3.429 -1.143 0.498
C -3.699 0.984 0.717
C -2.260 1.261 0.931
N -1.718 2.412 0.785
N -0.437 2.473 1.115
C 0.042 1.348 1.516
N 1.336 1.123 1.912
C 2.485 1.680 1.416
O 3.560 1.370 1.882
C 2.327 2.569 0.231
H 3.248 3.095 0.000
H 1.474 3.237 0.308
S 1.963 1.464 -1.204
O 2.259 2.205 -2.396
O 0.623 0.971 -1.045
C 3.140 0.050 -1.093
C 2.476 -1.090 -0.407
C 2.856 -1.486 0.871
C 2.175 -2.503 1.519
C 1.109 -3.132 0.900
C 0.736 -2.752 -0.379
C 1.417 -1.741 -1.032
H 1.121 -1.440 -2.024
H -0.088 -3.249 -0.869
H 0.573 -3.918 1.411
H 2.480 -2.802 2.511
H 3.684 -0.994 1.360
H 3.382 -0.162 -2.132
H 4.017 0.415 -0.567
H 1.482 0.377 2.583
S -1.137 0.049 1.546
H -4.179 0.976 1.701
H -4.114 1.818 0.148
H -4.194 -1.214 -1.925
H -4.165 0.548 -1.932
H -1.708 0.517 -1.488
H -2.091 -0.457 -2.897
H -1.751 -1.236 -1.352
```



No. 3
2 unconnected molecules or ions with the total composition C15H19N4O8 in a non-equilibrium geometry, computed with the ωB97M-V functional and the def2-TZVPD basis.

Relative energy (zero: lowest compared OMol25 entry of this formula, charge and spin) in eV: 0.889
Electronic energy in Eh: -1403.68823
LUMO level in eV: 0.7208
HOMO energy in eV: -3.66
Net charge: -1

Structure (XYZ):
```
46
C15H19N4O8 (the ωB97M-V functional and the def2-TZVPD basis)
C 3.596 3.721 -0.527
C 2.200 3.696 -1.110
C 1.693 5.082 -1.441
O 1.247 3.078 -0.136
C 0.344 2.222 -0.626
N -0.869 2.292 0.182
N -1.464 1.260 0.539
C -1.504 0.963 1.969
O -1.188 1.702 2.871
O -1.962 -0.298 2.086
C -2.371 -0.727 3.442
C -2.615 -2.225 3.429
C -3.633 -0.042 3.887
O 0.440 1.522 -1.617
H 4.251 4.195 -1.266
H 3.664 4.342 0.378
H 3.994 2.715 -0.354
H 2.164 3.040 -1.990
H 2.340 5.534 -2.201
H 0.653 5.075 -1.803
H 1.761 5.723 -0.549
H -1.563 -0.508 4.155
H -3.001 -2.514 4.414
H -3.374 -2.514 2.690
H -1.709 -2.809 3.254
H -4.013 -0.513 4.800
H -3.464 1.022 4.073
H -4.408 -0.165 3.120
O -5.398 3.896 -6.387
N -4.734 2.894 -6.733
O -4.880 2.327 -7.844
C -3.753 2.351 -5.841
C -3.097 1.174 -6.250
C -2.127 0.606 -5.423
C -1.811 1.199 -4.192
C -2.481 2.371 -3.723
C -2.133 2.946 -2.438
N -2.406 4.252 -2.120
O -1.789 4.837 -1.179
O -3.272 4.872 -2.797
C -3.448 2.944 -4.595
H -3.377 0.724 -7.198
H -1.630 -0.319 -5.742
H -1.034 0.796 -3.533
H -1.553 2.352 -1.748
H -3.934 3.860 -4.286
```



No. 4
A molecular structure, C15H19NOOsS9, computed with the ωB97M-V functional and the def2-TZVPD basis.

Expectation value of S²: 0.76
Relative energy (zero: lowest compared OMol25 entry of this formula, charge and spin) in eV: 0.000
Multiplicity: 2
Electronic energy in Eh: -4387.15668
LUMO level (alpha / beta) in eV: -2.4319 / -4.5524
HOMO energy (alpha / beta) in eV: -9.83 / -9.73
Net charge: +1

Structure (XYZ):
```
46
C15H19NOOsS9 (the ωB97M-V functional and the def2-TZVPD basis)
Os 0.315 -0.491 -0.202
O 0.994 -0.587 1.746
N 0.135 -1.111 2.649
C 0.543 -1.047 3.938
C -0.236 -1.553 4.936
C -1.463 -2.139 4.602
C -1.850 -2.195 3.288
C -1.034 -1.668 2.277
S -1.464 -1.728 0.601
H 1.498 -0.565 4.077
H 0.105 -1.487 5.958
H -2.102 -2.542 5.374
H -2.789 -2.640 2.991
C 2.083 0.959 -2.711
C 0.648 0.811 -3.186
S -0.306 -0.537 -2.440
C 0.428 -2.059 -3.104
C 1.751 -2.474 -2.490
S 1.634 -2.433 -0.675
C 3.269 -1.815 -0.200
C 3.652 -0.492 -0.840
S 2.278 0.722 -0.894
H 2.443 1.960 -2.940
H 2.740 0.251 -3.211
H 0.609 0.703 -4.270
H 0.055 1.687 -2.917
H 0.510 -1.962 -4.187
H -0.340 -2.808 -2.902
H 2.565 -1.826 -2.802
H 1.996 -3.492 -2.790
H 4.025 -2.573 -0.409
H 3.175 -1.712 0.881
H 4.021 -0.620 -1.856
H 4.458 -0.038 -0.265
C -1.870 5.176 0.739
S -2.372 3.839 1.852
C -3.021 2.699 0.682
C -2.316 1.763 0.015
S -0.575 1.623 0.206
S -3.241 0.765 -1.075
C -4.810 1.466 -0.782
S -6.134 1.036 -1.626
S -4.730 2.780 0.343
H -1.419 5.941 1.369
H -2.728 5.596 0.219
H -1.128 4.818 0.028
```



What did we get for molecular weight? Answer: 353.47, 353.47, 383.34, 708.16 g mol⁻¹, in the order shown.